[1]
{
  "formula": "H2NP",
  "method": "the ωB97M-V functional and the def2-TZVPD basis",
  "symbols": ["N", "P", "H", "H"],
  "coordinates": [[-0.65857, -0.17639, 0.00469], [0.86842, -0.08504, 0.01398], [-1.01573, -1.20658, -0.01525], [0.80589, 1.46801, -0.00341]],
  "forces_ev_per_angstrom": [[-2.9199, -2.9809, -0.1224], [1.3603, 2.4633, -0.0420], [0.8077, 2.1906, 0.1023], [0.7519, -1.6731, 0.0621]],
  "lowdin_charge": [-0.4785, 0.6101, -0.0102, -0.1215],
  "largest_force_ha_per_bohr": 0.081,
  "smiles": "[H]/N=P/[H]",
  "homo_ev": -9.4,
  "multiplicity": 1
}

---

[2]
{
  "formula": "C5H5F",
  "method": "the ωB97M-V functional and the def2-TZVPD basis",
  "symbols": ["C", "C", "C", "C", "C", "F", "H", "H", "H", "H", "H"],
  "coordinates": [[0.64008, 0.42496, -0.03541], [1.82739, -0.08127, -0.07036], [0.91536, -1.13362, -0.05214], [0.49027, -2.36100, -0.03169], [-0.35591, 1.47833, -0.01008], [4.01106, 0.44139, 0.01739], [1.18075, -3.18563, -0.02878], [-0.56005, -2.59667, -0.02138], [-0.25366, 2.10948, -0.89422], [-0.20989, 2.10373, 0.87263], [-1.35930, 1.05890, 0.01324]],
  "forces_ev_per_angstrom": [[1.6838, 0.2657, -0.1554], [1.5588, 0.6256, 0.2360], [1.2866, 0.0573, 0.0153], [-0.6928, -0.3411, -0.0185], [-0.5299, 0.2227, 0.0935], [-3.3807, -0.7502, -0.1515], [0.2818, -0.0234, 0.0040], [-0.1748, 0.0232, -0.0003], [0.0154, -0.0759, -0.0062], [-0.0056, -0.0624, -0.0151], [-0.0427, 0.0586, -0.0019]],
  "lowdin_charge": [-0.0781, 0.2199, -0.1803, 0.0366, -0.0159, -0.4121, 0.0710, 0.0626, 0.1013, 0.1013, 0.0937],
  "largest_force_ha_per_bohr": 0.067,
  "homo_ev": -9.7,
  "multiplicity": 1
}

---

[3]
{
  "formula": "C4H7NO2S",
  "method": "the ωB97M-V functional and the def2-TZVPD basis",
  "symbols": ["C", "C", "C", "C", "H", "H", "H", "H", "H", "H", "H", "N", "O", "O", "S"],
  "coordinates": [[0.03128, -1.68506, -0.25448], [-1.09378, -0.91558, -0.51020], [-1.23899, 0.46867, 0.20258], [0.06867, 1.25315, -0.27164], [0.70373, -0.86884, 1.77704], [1.06312, -1.21173, -0.80801], [-0.10826, -2.87472, -0.42195], [-1.33275, 0.37634, 1.21015], [-2.12882, 0.96781, -0.37989], [0.02826, 1.74267, -1.25763], [2.82924, 2.28827, 0.93409], [1.14076, 1.29256, 0.40136], [0.13509, -1.62517, 1.20407], [2.16125, 1.97412, -0.14295], [-2.25880, -1.18249, -1.68254]],
  "forces_ev_per_angstrom": [[5.0838, -2.7562, 1.5599], [-5.0046, 3.2689, -2.8170], [1.0844, 0.8878, -5.6807], [-0.9857, -0.0929, 0.0719], [-2.0008, -2.6437, -3.4803], [-2.8839, -1.5226, 1.3046], [0.4909, 3.0381, -0.1530], [-0.2702, -0.0065, 2.8342], [1.6584, -0.8201, 1.7402], [-0.1058, -0.1428, 0.2753], [-2.8577, -1.4548, -5.1461], [-1.7901, -1.0648, 1.4904], [2.2476, 1.5858, 2.5676], [3.8537, 2.1757, 4.2762], [1.4799, -0.4520, 1.1568]],
  "lowdin_charge": [-0.3178, -0.7814, -0.1603, -0.1427, 0.1893, 0.1940, 0.1712, 0.0610, 0.1093, 0.1305, 0.2928, -0.1285, -0.1798, -0.1465, 0.7090],
  "largest_force_ha_per_bohr": 0.129,
  "homo_ev": -8.7,
  "multiplicity": 1
}

---

[4]
{
  "formula": "C10H21IInO2STl",
  "method": "the ωB97M-V functional and the def2-TZVPD basis",
  "symbols": ["C", "C", "O", "C", "O", "C", "C", "C", "In", "S", "I", "C", "C", "C", "C", "H", "H", "H", "H", "H", "H", "H", "H", "H", "H", "H", "H", "H", "H", "H", "H", "H", "H", "H", "H", "H", "Tl"],
  "coordinates": [[1.61173, -3.44531, 0.16355], [2.71806, -2.62198, -0.46472], [3.38862, -1.77679, 0.49519], [2.76257, -0.74389, 1.06129], [2.23648, -0.80388, 2.15464], [2.86417, 0.57438, 0.33195], [2.09352, 0.68642, -0.98108], [0.62276, 0.30776, -0.95536], [-0.51807, 1.25193, 0.71901], [-1.00964, -0.06269, 2.62598], [0.27441, 3.78312, 1.61288], [-2.61496, 1.45786, -0.53852], [-2.89458, 2.90618, -0.46456], [-3.53389, 0.45024, 0.01885], [-3.20960, -1.01879, -0.22786], [1.87167, -3.70839, 1.18731], [1.49623, -4.37512, -0.39812], [0.63482, -2.94974, 0.14446], [2.36049, -2.03680, -1.31857], [3.50633, -3.26785, -0.85133], [3.92440, 0.75575, 0.13625], [2.51158, 1.33512, 1.04059], [2.18107, 1.71230, -1.34850], [2.55565, 0.05197, -1.74704], [0.40719, -0.76170, -0.85596], [0.12534, 0.65458, -1.86247], [-0.31887, -1.12027, 2.19243], [-2.27941, 1.17045, -1.54243], [-3.88024, 2.96297, -0.96281], [-2.20370, 3.51150, -1.05054], [-3.00360, 3.31537, 0.54072], [-4.50056, 0.74019, -0.43915], [-3.66535, 0.61867, 1.09332], [-3.71102, -1.40395, -1.11690], [-2.13635, -1.16743, -0.37971], [-3.49855, -1.62581, 0.62632], [2.83128, 4.64368, 1.36089]],
  "forces_ev_per_angstrom": [[-0.1203, -0.1801, -0.1658], [0.0329, -0.3545, -0.1535], [0.2011, -0.0358, -0.2696], [-0.5824, 0.0039, 1.1144], [0.1949, -0.0440, -1.0120], [0.1426, 0.2720, 0.0228], [-0.1616, 0.2470, 0.1746], [-0.4534, 0.2138, -0.9880], [1.5164, -0.6665, 1.2054], [-0.2638, 0.5635, 0.3299], [-2.6400, -0.9434, 0.1072], [-2.7048, -0.0609, -2.6235], [0.8835, 0.1951, 0.6348], [0.8744, -0.3111, 1.4692], [0.1233, -0.0784, -0.3776], [-0.0300, 0.0261, 0.0068], [-0.0223, 0.0706, 0.0200], [0.1142, 0.0710, 0.1558], [0.0288, 0.0529, 0.1123], [-0.0116, 0.0991, 0.1776], [-0.0459, 0.0267, -0.0120], [0.0622, -0.0637, -0.0679], [0.0694, -0.0582, -0.0245], [-0.0426, 0.0160, 0.0072], [-0.0034, 0.1604, 0.4156], [0.1070, -0.0931, -0.0157], [0.0706, -0.1910, -0.3005], [0.7136, -0.1073, 0.3229], [0.0020, 0.0023, 0.0209], [-0.0319, -0.0413, 0.0408], [-0.2318, -0.0222, -0.0122], [0.0891, 0.0846, -0.1207], [-0.3364, 0.1728, -0.1145], [0.0005, 0.0151, 0.0699], [-0.0291, 0.0101, 0.0452], [-0.0860, 0.0360, -0.0192], [2.5712, 0.9124, -0.1760]],
  "lowdin_charge": [-0.0475, -0.1878, 0.0126, -0.4909, 0.1130, -0.1096, -0.2375, -0.1675, 0.3255, 0.4649, 0.3677, -0.1697, -0.0615, -0.2463, -0.0607, 0.0980, 0.0926, 0.0586, 0.1031, 0.1370, 0.1462, 0.0704, 0.1188, 0.1348, 0.0594, 0.0616, -0.2147, 0.1365, 0.1543, 0.1027, 0.1029, 0.1829, 0.1262, 0.1009, 0.0574, 0.0978, 0.5679],
  "largest_force_ha_per_bohr": 0.073,
  "charge": 2,
  "homo_ev": -15.7,
  "multiplicity": 1
}

---

Energy above the lowest of the compared OMol25 structures with the same formula, charge and spin, respectively: 0.2916; 6.0613; 7.1828; 0.0000 eV.
Frontier orbital gap, respectively: 9.15; 7.63; 8.18; 4.80 eV.
Molecular weight, respectively: 47.0; 84.1; 133.2; 651.4 g mol⁻¹.